C39H32Cl2N8OPPd | wB97M-V/def2-TZVPD

Summary:
LUMO energy (alpha / beta) (eV): -8.3 / -10.3
Net charge: +3
Largest force on an atom (Eh/bohr): 0.1799
E (hartree): -3407.1188
Highest occupied orbital energy (alpha / beta) (eV): -15.1218 / -16.1284
Spin multiplicity: 5
Gap between HOMO and LUMO (alpha / beta) (eV): 6.800 / 5.809

Element x y z (Å)
Pd -0.32 1.06 1.28
C -2.68 2.94 -3.47
N -1.67 2.78 -2.47
C -1.94 2.30 -1.21
N -0.76 2.14 -0.60
C 0.20 2.60 -1.48
N -0.29 2.94 -2.65
C -2.51 2.05 -4.71
C -2.50 2.44 -6.02
C -2.15 1.58 -7.08
C -2.00 0.20 -6.84
C -1.98 -0.28 -5.44
C -2.22 0.68 -4.51
C -1.87 -1.70 -5.17
N -1.71 -2.83 -6.16
N -1.73 -3.80 -5.50
C -1.94 -3.61 -4.19
O -1.85 -2.25 -3.99
C -2.12 -4.48 -3.05
C -2.05 -5.92 -3.29
C -1.89 -6.78 -2.20
C -1.85 -6.30 -0.84
C -1.92 -4.94 -0.58
C -1.85 -4.32 0.83
N -1.88 -2.83 0.73
C -0.83 -1.97 0.97
N -1.32 -0.71 0.81
C -2.69 -0.88 0.59
N -3.01 -2.11 0.51
C -1.99 -4.02 -1.72
H -2.55 3.98 -3.82
H -3.63 2.86 -2.98
H -2.91 2.03 -0.81
H 1.22 2.54 -1.32
H -2.83 3.46 -6.21
H -2.12 1.94 -8.11
H -1.81 -0.54 -7.57
H -2.07 0.35 -3.44
H -2.11 -6.40 -4.24
H -1.97 -7.84 -2.36
H -1.84 -7.05 -0.01
H -0.83 -4.53 1.16
H -2.65 -4.63 1.45
H 0.18 -2.22 1.26
H -3.35 -0.06 0.61
H -2.08 -2.96 -1.55
C 6.22 -0.21 5.77
C 5.76 1.09 5.64
C 4.50 1.29 5.03
C 3.74 0.20 4.63
C 4.13 -1.08 5.06
C 5.39 -1.32 5.58
P 2.41 0.56 3.48
C 1.72 2.21 3.58
C 1.45 3.01 2.37
C 0.78 4.22 2.56
C 0.40 4.59 3.84
C 0.47 3.75 4.94
C 1.14 2.54 4.83
C 2.65 0.11 1.82
C 3.93 -0.33 1.52
C 4.22 -0.71 0.23
C 3.20 -0.70 -0.68
C 1.92 -0.20 -0.40
C 1.63 0.23 0.87
H 7.22 -0.38 6.09
H 6.44 1.89 5.81
H 4.28 2.33 4.87
H 3.45 -1.94 4.97
H 5.78 -2.36 5.67
H 2.01 2.73 1.49
H 0.85 4.92 1.71
H -0.03 5.58 4.06
H 0.07 4.05 5.86
H 1.30 1.87 5.68
H 4.65 -0.45 2.29
H 5.25 -1.02 0.02
H 3.40 -1.08 -1.66
H 1.22 -0.10 -1.19
Cl -2.88 2.37 2.23
C -3.30 4.06 1.91
Cl -4.50 4.24 0.56
H -2.44 4.61 1.56
H -3.75 4.53 2.78